{
  "formula": "C33H36N4OSbSiTi",
  "method": "wB97M-V/def2-TZVPD",
  "species": ["Ti", "C", "C", "C", "C", "C", "C", "N", "Sb", "C", "C", "C", "C", "C", "C", "N", "C", "C", "C", "C", "C", "C", "N", "H", "H", "H", "H", "H", "H", "H", "H", "H", "H", "H", "H", "H", "H", "H", "H", "H", "H", "C", "Si", "C", "C", "N", "C", "C", "C", "C", "C", "C", "O", "C", "C", "C", "C", "C", "C", "H", "H", "H", "H", "H", "H", "H", "H", "H", "H", "H", "H", "H", "H", "H", "H", "H", "H"],
  "coordinates": [[-0.10, 0.09, 0.42], [1.71, -0.92, -2.37], [2.59, -0.63, -1.19], [3.92, -1.02, -1.15], [4.71, -0.61, -0.10], [4.19, 0.26, 0.85], [2.85, 0.62, 0.75], [2.06, 0.13, -0.21], [2.12, 2.21, 2.03], [0.75, 3.02, 0.55], [0.67, 4.40, 0.50], [-0.05, 4.99, -0.53], [-0.62, 4.18, -1.49], [-0.51, 2.80, -1.39], [-1.03, 1.89, -2.46], [0.12, 2.24, -0.34], [0.77, 1.02, 3.21], [0.74, 1.32, 4.56], [-0.09, 0.58, 5.40], [-0.83, -0.44, 4.84], [-0.76, -0.70, 3.48], [-1.56, -1.83, 2.90], [0.03, 0.03, 2.67], [2.09, -1.78, -2.94], [0.68, -1.12, -2.08], [1.71, -0.06, -3.04], [4.31, -1.65, -1.93], [5.75, -0.92, -0.04], [4.81, 0.67, 1.64], [1.18, 5.01, 1.23], [-0.14, 6.07, -0.59], [-1.15, 4.60, -2.33], [-1.73, 2.41, -3.11], [-0.19, 1.54, -3.07], [-1.52, 1.02, -2.03], [1.35, 2.12, 4.96], [-0.14, 0.79, 6.46], [-1.48, -1.05, 5.46], [-2.27, -2.21, 3.63], [-2.10, -1.51, 2.01], [-0.90, -2.65, 2.60], [-2.63, 2.24, 1.47], [-3.36, 0.85, 0.43], [-4.57, -0.04, 1.56], [-4.28, 1.68, -0.98], [-2.09, -0.23, -0.08], [-2.39, -1.53, -0.49], [-3.62, -1.94, -1.03], [-3.90, -3.26, -1.31], [-2.96, -4.25, -1.05], [-1.71, -3.89, -0.56], [-1.44, -2.56, -0.34], [-0.19, -2.10, 0.14], [0.92, -2.94, 0.21], [1.30, -3.75, -0.85], [2.47, -4.49, -0.74], [3.26, -4.42, 0.40], [2.87, -3.60, 1.45], [1.70, -2.86, 1.36], [-3.47, 2.76, 1.95], [-2.08, 2.98, 0.89], [-1.99, 1.87, 2.27], [-5.44, 0.60, 1.75], [-4.11, -0.26, 2.52], [-4.94, -0.98, 1.15], [-5.13, 2.24, -0.58], [-4.67, 0.98, -1.72], [-3.64, 2.38, -1.50], [-4.37, -1.19, -1.21], [-4.87, -3.53, -1.71], [-3.19, -5.29, -1.24], [-0.97, -4.65, -0.35], [0.69, -3.80, -1.74], [2.77, -5.13, -1.57], [4.17, -5.00, 0.47], [3.47, -3.53, 2.34], [1.38, -2.21, 2.17]],
  "max_force_ev_per_a": 0.19,
  "relative_energy_ev": 0.000,
  "e_homo_ev": [-8.847, -9.789],
  "spin_multiplicity": 3,
  "homo_lumo_gap_ev": [6.123, 6.979],
  "charge": 1
}

{
  "formula": "C5H7N3O2",
  "method": "wB97M-V/def2-TZVPD",
  "species": ["C", "C", "C", "C", "C", "N", "N", "N", "O", "O", "H", "H", "H", "H", "H", "H", "H"],
  "coordinates": [[-0.94, 1.80, 0.00], [0.38, -1.16, -1.35], [-2.68, 0.11, 0.13], [1.39, 1.82, -0.29], [0.56, -2.63, 0.63], [-2.17, 1.21, 0.10], [0.06, -0.12, -0.67], [0.13, 1.13, -0.44], [-3.28, -0.87, 0.34], [0.50, -2.36, -0.78], [-0.85, 2.86, 0.17], [1.36, 2.14, 0.78], [2.25, 1.00, -0.48], [1.57, 2.77, -0.97], [-0.44, -2.32, 1.08], [1.25, -1.79, 0.97], [0.93, -3.61, 0.77]],
  "max_force_ev_per_a": 6.27,
  "relative_energy_ev": 3.843,
  "e_homo_ev": [-5.747, -9.254],
  "spin_multiplicity": 3,
  "homo_lumo_gap_ev": [6.508, 8.346]
}

{
  "formula": "C2H12O4",
  "method": "wB97M-V/def2-TZVPD",
  "species": ["C", "C", "O", "H", "H", "H", "H", "H", "H", "O", "H", "H", "O", "H", "H", "O", "H", "H"],
  "coordinates": [[0.26, 0.78, -2.11], [1.41, 0.29, -1.26], [2.09, 1.38, -0.57], [-0.51, 0.02, -2.20], [-0.21, 1.65, -1.63], [0.52, 1.14, -3.11], [2.21, -0.12, -1.86], [0.99, -0.33, -0.48], [1.90, 2.24, -0.97], [-2.67, -1.75, -0.08], [-2.66, -2.51, -0.68], [-2.28, -2.11, 0.74], [0.08, 1.08, 2.34], [0.33, 1.69, 3.03], [0.73, 0.96, 1.64], [-0.97, -1.61, 2.14], [-0.79, -1.97, 3.01], [-0.41, -0.83, 2.06]],
  "max_force_ev_per_a": 1.75,
  "relative_energy_ev": 0.752,
  "e_homo_ev": -10.591,
  "smiles": "CCO.O.O.O",
  "homo_lumo_gap_ev": 11.264
}

{
  "formula": "C14H15N3O2S2",
  "method": "wB97M-V/def2-TZVPD",
  "species": ["C", "C", "O", "C", "H", "H", "S", "C", "N", "N", "C", "N", "C", "O", "C", "H", "H", "C", "C", "C", "C", "C", "C", "C", "H", "H", "H", "H", "H", "H", "H", "H", "S", "H", "H", "H"],
  "coordinates": [[-3.81, -0.98, -0.88], [-3.84, 0.50, -1.00], [-3.85, 1.26, -2.03], [-4.09, 1.16, 0.33], [-3.88, 2.07, 0.13], [-5.24, 1.00, 0.73], [-3.27, 0.32, 1.88], [-1.59, 0.91, 1.14], [-0.63, 0.80, 1.97], [0.62, 1.10, 1.55], [0.46, 1.76, 0.36], [1.44, 2.10, -0.54], [2.94, 1.71, -0.40], [3.64, 2.48, -1.10], [3.42, 1.09, 0.75], [4.33, 1.49, 1.29], [2.77, 0.99, 1.76], [3.60, -0.42, 0.52], [2.44, -0.92, 0.03], [1.54, -1.58, 1.20], [0.30, -2.20, 0.69], [-0.24, -2.08, -0.37], [0.62, -1.46, -1.46], [1.79, -0.95, -1.03], [2.44, -0.36, -2.22], [0.35, -1.53, -2.54], [-1.06, -2.83, -0.77], [-0.21, -2.50, 1.53], [1.84, -1.67, 2.22], [4.34, -0.42, -0.35], [4.13, -0.79, 1.22], [1.24, 2.43, -1.44], [-1.09, 1.56, -0.31], [-4.07, -1.52, -1.98], [-2.88, -1.30, -0.67], [-4.50, -1.21, -0.20]],
  "max_force_ev_per_a": 17.63,
  "relative_energy_ev": 11.371,
  "e_homo_ev": -8.370,
  "homo_lumo_gap_ev": 8.269
}